# 1
A molecular structure, C16H23CrIN2 in a non-equilibrium geometry. Source: OMol25; level of theory: the ωB97M-V functional and the def2-TZVPD basis.

Spin multiplicity ... 5
Molar mass ... 422.3 g mol⁻¹
Net charge ... 0
LUMO (spin up / spin down) ... -0.5617 / -0.6440 eV
Gap between HOMO and LUMO (spin up / spin down) ... 5.62 / 6.81 eV
ΔE to the lowest compared entry with this formula, charge and spin ... 0.0 kJ/mol
Highest occupied orbital energy (spin up / spin down) ... -6.19 / -7.46 eV

Last column: natural (NBO) charge in e.
Atoms and positions in Å:
1 C 1.393300 -2.805177 -0.702111  -0.746
2 C -0.118878 -2.519448 -1.188940  -0.687
3 H 2.194608 -2.585605 -1.439162  0.286
4 H 1.378491 -3.898944 -0.686520  0.254
5 H 1.617989 -2.568509 0.352820  0.281
6 H -0.271500 -2.078316 -2.203999  0.259
7 H -0.556563 -3.500691 -1.283434  0.250
8 H -0.731424 -2.080830 -0.360210  0.242
9 C 2.404146 1.941958 -0.674467  0.101
10 C 2.634563 3.274837 -1.004192  -0.233
11 C 1.576027 4.045405 -1.493153  -0.156
12 C 0.331801 3.443485 -1.630465  -0.206
13 H 3.220009 1.287654 -0.365269  0.226
14 H 3.630919 3.692069 -0.893060  0.229
15 H 1.699029 5.094215 -1.756562  0.226
16 H -0.526432 3.988507 -2.002843  0.213
17 N 1.188869 1.381869 -0.784122  -0.428
18 C 0.144257 2.101790 -1.258212  0.162
19 C -1.161312 1.430416 -1.263170  0.186
20 N -1.169195 0.102594 -0.940019  -0.470
21 C -2.377366 -0.473988 -0.705543  0.063
22 C -3.591955 1.544776 -1.179626  -0.156
23 C -3.589260 0.214376 -0.770903  -0.240
24 H -2.416550 -1.539030 -0.470012  0.204
25 H -4.497020 -0.324251 -0.522009  0.229
26 C -2.363513 2.138712 -1.444376  -0.207
27 H -2.298114 3.177892 -1.742847  0.219
28 H -4.512841 2.112566 -1.273040  0.229
29 Cr 0.824315 -0.778697 -0.837450  0.722
30 I 2.405231 -0.638332 -2.913929  -0.531
31 C 0.172512 -2.596498 2.587248  -0.604
32 C -0.036302 -1.131974 2.197203  -0.223
33 C -0.107770 -0.250383 3.443094  -0.592
34 C 1.059116 -0.605475 1.265652  -0.823
35 H 1.185032 -2.760692 2.982287  0.204
36 H 0.020960 -3.288516 1.748975  0.193
37 H -0.544570 -2.878591 3.369889  0.203
38 H -1.002848 -1.047754 1.667603  0.161
39 H 0.853344 -0.260649 3.972693  0.202
40 H -0.330793 0.786731 3.168284  0.201
41 H -0.890677 -0.607568 4.121239  0.190
42 H 1.129294 0.486884 1.347337  0.188
43 H 2.031071 -1.026819 1.565324  0.177

Atoms 1-3, force components in eV/Å:
C 0.03 -3.18 -0.27
C -0.92 -2.65 0.21
H -0.60 0.00 0.82

***

# 2
A molecular structure, C16H23CrN3O8 in a non-equilibrium geometry. Source: OMol25; level of theory: the ωB97M-V functional and the def2-TZVPD basis.

Spin multiplicity ... 5
Molar mass ... 437.4 g mol⁻¹
Net charge ... 0
LUMO (spin up / spin down) ... 0.3739 / 0.1510 eV
Gap between HOMO and LUMO (spin up / spin down) ... 7.67 / 9.08 eV
ΔE to the lowest compared entry with this formula, charge and spin ... 39.0 kJ/mol
Highest occupied orbital energy (spin up / spin down) ... -7.30 / -8.93 eV

Last column: natural (NBO) charge in e.
Atoms and positions in Å:
1 Cr -0.578121 0.600879 -0.629587  1.252
2 C 4.095938 -0.591937 1.366404  -0.425
3 N 3.109731 0.330593 1.925143  -0.436
4 C 3.593573 1.649852 2.314556  -0.412
5 C 1.767803 0.090948 1.898904  0.679
6 O 0.932804 0.825119 2.386131  -0.630
7 C 1.386990 -1.221489 1.219235  -0.146
8 O 0.087595 -1.306308 0.662077  -0.542
9 C -1.035568 -1.628240 1.434322  -0.153
10 C -1.930904 -0.419749 1.604318  0.705
11 O -1.576121 0.680198 1.179139  -0.638
12 N -3.099784 -0.627538 2.217507  -0.402
13 C -4.082419 0.461169 2.244440  -0.416
14 C -3.642808 -1.979037 2.359864  -0.417
15 H 5.067290 -0.351347 1.790300  0.210
16 H 4.168564 -0.509098 0.276001  0.232
17 H 3.870475 -1.626007 1.629895  0.193
18 H 4.283199 1.574606 3.157645  0.189
19 H 2.745732 2.259712 2.601945  0.240
20 H 4.102923 2.118841 1.469627  0.204
21 H 1.546152 -2.036319 1.931489  0.192
22 H 2.032377 -1.383022 0.359892  0.214
23 H -0.769945 -2.080760 2.391588  0.208
24 H -1.611888 -2.346157 0.852754  0.216
25 H -3.574117 1.406079 2.105695  0.246
26 H -4.590187 0.460485 3.208154  0.200
27 H -4.810893 0.335474 1.439821  0.206
28 H -2.931531 -2.650697 2.840891  0.207
29 H -3.926901 -2.397989 1.391564  0.210
30 H -4.527598 -1.927288 2.986954  0.218
31 O -3.141812 -1.443195 -3.005440  -0.621
32 C -2.239505 -0.877190 -2.429853  0.753
33 O -2.282607 -0.265399 -1.273032  -0.790
34 C -0.834963 -0.868286 -3.038204  0.108
35 C -0.434075 -1.496147 -4.194358  -0.205
36 C 0.910759 -1.448419 -4.536006  -0.156
37 C 1.820429 -0.819033 -3.695310  -0.208
38 C 1.343179 -0.204782 -2.561482  0.098
39 N 0.043308 -0.219521 -2.278346  -0.463
40 C 2.158394 0.551557 -1.505087  0.756
41 O 3.371518 0.586592 -1.588276  -0.645
42 O 1.405050 1.084929 -0.588113  -0.798
43 H -1.174840 -2.005843 -4.798668  0.248
44 H 1.253409 -1.903629 -5.457543  0.223
45 H 2.882253 -0.794819 -3.900467  0.245
46 C -1.109729 3.898918 -1.522670  -0.241
47 O -0.633115 3.026134 -0.495128  -0.741
48 H -0.542508 3.784340 -2.447670  0.170
49 H -1.069362 4.939807 -1.205063  0.174
50 H -2.145821 3.634162 -1.710309  0.190
51 H 0.317676 3.128852 -0.385641  0.496

Atoms 1-3, force components in eV/Å:
Cr -0.55 0.57 0.52
C -0.14 0.08 -0.14
N -0.09 -0.06 0.09

***

# 3
C16H23N5O5S in the gas phase in a non-equilibrium geometry. Source: OMol25; level of theory: the ωB97M-V functional and the def2-TZVPD basis.

Molar mass ... 397.5 g mol⁻¹
Net charge ... 0
LUMO ... -0.0798 eV
Gap between HOMO and LUMO ... 7.65 eV
SMILES ... CCCS(=O)(=O)N1CCN(c2cc3c(cc2[N+](=O)[O-])n(C)c(=O)n3C)CC1
ΔE to the lowest compared entry with this formula, charge and spin ... 0.0 kJ/mol
Highest occupied orbital energy ... -7.73 eV

Last column: natural (NBO) charge in e.
Atoms and positions in Å:
1 C -5.063577 2.115553 -2.028917  -0.599
2 C -3.916688 1.714277 -1.106615  -0.416
3 C -2.883222 0.867317 -1.818881  -0.636
4 S -1.602614 0.364706 -0.638639  2.335
5 O -2.243322 -0.228511 0.503424  -0.971
6 O -0.627849 -0.414915 -1.348067  -0.945
7 N -0.960409 1.825240 -0.178694  -0.711
8 C -1.064585 2.280179 1.186044  -0.250
9 C 0.286708 2.145895 1.942517  -0.230
10 N 1.368620 1.797198 1.050105  -0.433
11 C 1.706483 0.465562 0.863811  0.303
12 C 0.812103 -0.553052 1.213608  -0.366
13 C 1.124088 -1.859207 0.913759  0.287
14 C 2.342788 -2.204799 0.284995  0.101
15 C 3.273590 -1.241171 0.013643  -0.206
16 C 2.972617 0.094210 0.334816  -0.071
17 N 4.050676 1.007177 0.197174  0.521
18 O 3.942310 2.140096 0.641934  -0.399
19 O 5.075835 0.604207 -0.332959  -0.413
20 N 2.318338 -3.565410 0.082251  -0.404
21 C 3.337072 -4.358997 -0.546816  -0.412
22 C 1.123725 -4.075337 0.544003  0.779
23 O 0.766768 -5.229753 0.507995  -0.636
24 N 0.409832 -3.008380 1.072628  -0.417
25 C -0.917476 -3.128384 1.612368  -0.425
26 C 1.350490 2.676492 -0.098911  -0.222
27 C 0.121449 2.359234 -0.975784  -0.248
28 H -5.787470 2.719866 -1.489063  0.217
29 H -4.692178 2.693668 -2.871721  0.203
30 H -5.570306 1.234261 -2.413705  0.206
31 H -3.429366 2.608258 -0.712933  0.208
32 H -4.300869 1.142691 -0.260210  0.223
33 H -2.372204 1.402879 -2.613808  0.233
34 H -3.307158 -0.053404 -2.211340  0.242
35 H -1.840907 1.673633 1.650910  0.246
36 H -1.392614 3.326377 1.178921  0.193
37 H 0.548166 3.111957 2.388338  0.205
38 H 0.227285 1.415418 2.747275  0.217
39 H -0.153558 -0.329763 1.629468  0.238
40 H 4.235269 -1.463466 -0.419760  0.258
41 H 2.985810 -5.389969 -0.556569  0.246
42 H 3.508625 -4.020978 -1.570385  0.204
43 H 4.271609 -4.295983 0.013867  0.204
44 H -1.566285 -2.366841 1.177473  0.234
45 H -1.283252 -4.123512 1.363385  0.243
46 H -0.900874 -3.012783 2.698749  0.199
47 H 1.301580 3.699675 0.280595  0.202
48 H 2.258070 2.586512 -0.689098  0.236
49 H 0.368056 1.588692 -1.708518  0.237
50 H -0.211179 3.263388 -1.502664  0.189

Atoms 1-3, force components in eV/Å:
C 0.22 -0.06 0.15
C -0.24 0.08 -0.06
C 0.45 -0.16 0.80

***

| no. | energy (hartree) |
| --- | --- |
| 1 | -2075.06970 |
| 2 | -2434.26478 |
| 3 | -1671.59152 |